Record 1
{"formula": "C44H121N11O11", "method": "wB97M-V/def2-TZVPD", "charge": 0, "lumo_ev": 0.3172, "fmax_ev_per_a": 1.7, "multiplicity": 1, "molar_mass_g_mol": 980.5, "homo_ev": -8.3, "elements": ["C", "O", "C", "C", "C", "N", "H", "H", "H", "H", "H", "H", "H", "H", "H", "H", "H", "C", "O", "C", "C", "C", "N", "H", "H", "H", "H", "H", "H", "H", "H", "H", "H", "H", "C", "O", "C", "C", "C", "N", "H", "H", "H", "H", "H", "H", "H", "H", "H", "H", "H", "C", "O", "C", "C", "C", "N", "H", "H", "H", "H", "H", "H", "H", "H", "H", "H", "H", "C", "O", "C", "C", "C", "N", "H", "H", "H", "H", "H", "H", "H", "H", "H", "H", "H", "C", "O", "C", "C", "C", "N", "H", "H", "H", "H", "H", "H", "H", "H", "H", "H", "H", "C", "O", "C", "C", "C", "N", "H", "H", "H", "H", "H", "H", "H", "H", "H", "H", "H", "C", "O", "C", "C", "C", "N", "H", "H", "H", "H", "H", "H", "H", "H", "H", "H", "H", "C", "O", "C", "C", "C", "N", "H", "H", "H", "H", "H", "H", "H", "H", "H", "H", "H", "C", "O", "C", "C", "C", "N", "H", "H", "H", "H", "H", "H", "H", "H", "H", "H", "H", "C", "O", "C", "C", "C", "N", "H", "H", "H", "H", "H", "H", "H", "H", "H", "H", "H"], "coordinates": [[-5.618, 12.642, 26.272], [-5.297, 13.692, 25.376], [-4.634, 13.248, 24.237], [-4.393, 14.446, 23.354], [-3.838, 14.076, 21.977], [-3.537, 15.443, 24.031], [-6.290, 11.909, 25.803], [-6.112, 13.076, 27.135], [-4.712, 12.105, 26.586], [-3.676, 12.769, 24.495], [-5.246, 12.535, 23.668], [-5.399, 14.864, 23.166], [-4.316, 13.149, 21.632], [-2.798, 13.748, 22.096], [-3.980, 14.867, 21.252], [-3.898, 15.511, 24.980], [-3.695, 16.329, 23.563], [3.159, 18.869, 19.711], [3.711, 18.809, 18.422], [3.577, 17.532, 17.867], [4.074, 17.526, 16.432], [3.957, 16.147, 15.784], [5.441, 18.056, 16.311], [2.141, 18.467, 19.767], [3.166, 19.909, 20.023], [3.796, 18.301, 20.412], [4.239, 16.851, 18.448], [2.547, 17.167, 17.978], [3.379, 18.174, 15.872], [2.908, 15.964, 15.571], [4.375, 15.407, 16.476], [4.517, 16.142, 14.854], [5.391, 18.979, 16.748], [6.020, 17.529, 16.980], [-7.934, 16.523, 15.275], [-7.379, 15.374, 15.844], [-5.997, 15.509, 16.128], [-5.566, 14.349, 17.015], [-4.250, 14.662, 17.748], [-5.491, 13.076, 16.307], [-8.989, 16.319, 15.090], [-7.410, 16.771, 14.346], [-7.935, 17.382, 15.961], [-5.452, 15.341, 15.176], [-5.715, 16.486, 16.535], [-6.300, 14.288, 17.829], [-3.393, 14.776, 17.073], [-4.036, 13.849, 18.441], [-4.345, 15.589, 18.318], [-6.405, 12.881, 15.907], [-4.851, 13.163, 15.522], [5.682, 10.406, 19.156], [6.165, 9.566, 20.171], [5.835, 8.208, 19.996], [6.671, 7.374, 20.919], [8.097, 7.149, 20.374], [6.006, 6.059, 21.072], [5.476, 11.391, 19.582], [4.767, 9.996, 18.729], [6.459, 10.563, 18.399], [4.778, 8.009, 20.250], [5.988, 7.896, 18.954], [6.781, 7.874, 21.892], [8.729, 8.016, 20.561], [8.058, 7.028, 19.285], [8.548, 6.233, 20.753], [6.631, 5.498, 21.654], [5.193, 6.152, 21.683], [-1.084, 15.115, 19.903], [0.139, 15.051, 20.611], [1.153, 14.382, 19.867], [2.394, 14.348, 20.730], [3.579, 13.744, 19.959], [2.210, 13.604, 21.959], [-1.558, 14.142, 19.717], [-0.961, 15.614, 18.930], [-1.760, 15.720, 20.511], [0.844, 13.351, 19.633], [1.340, 14.932, 18.939], [2.669, 15.390, 20.933], [4.418, 13.505, 20.623], [3.950, 14.529, 19.297], [3.361, 12.790, 19.470], [1.514, 14.046, 22.576], [1.738, 12.705, 21.767], [0.237, 10.329, 21.681], [1.559, 10.785, 21.892], [2.259, 9.995, 22.824], [3.697, 10.409, 22.888], [4.622, 9.355, 23.491], [3.818, 11.696, 23.633], [-0.345, 10.286, 22.610], [0.256, 9.327, 21.222], [-0.288, 10.985, 20.985], [1.835, 9.967, 23.839], [2.207, 8.943, 22.477], [4.067, 10.586, 21.860], [5.667, 9.589, 23.289], [4.403, 8.386, 23.024], [4.507, 9.257, 24.573], [4.782, 11.985, 23.428], [3.267, 12.372, 23.088], [7.263, 14.784, 26.773], [6.613, 15.955, 26.344], [5.236, 15.776, 26.093], [4.919, 14.885, 24.910], [5.381, 15.547, 23.611], [3.481, 14.606, 24.903], [6.701, 14.322, 27.596], [8.240, 15.073, 27.156], [7.414, 14.066, 25.962], [4.736, 15.422, 27.005], [4.818, 16.773, 25.910], [5.490, 13.962, 25.040], [5.279, 14.884, 22.749], [6.416, 15.909, 23.664], [4.806, 16.470, 23.438], [3.005, 15.164, 24.204], [3.353, 13.634, 24.631], [0.444, 12.939, 24.412], [0.872, 14.260, 24.282], [-0.179, 15.186, 24.420], [0.391, 16.556, 24.162], [-0.688, 17.635, 24.197], [1.098, 16.620, 22.872], [-0.250, 12.813, 25.251], [1.331, 12.316, 24.513], [-0.107, 12.613, 23.508], [-0.984, 14.931, 23.721], [-0.591, 15.171, 25.441], [1.163, 16.744, 24.917], [-1.329, 17.521, 23.309], [-0.253, 18.622, 24.032], [-1.331, 17.600, 25.075], [0.578, 16.042, 22.194], [1.979, 16.114, 22.943], [0.115, 16.446, 15.580], [0.707, 15.260, 16.045], [0.057, 14.113, 15.563], [0.627, 12.899, 16.285], [2.090, 12.704, 16.057], [-0.112, 11.717, 15.812], [0.130, 16.525, 14.482], [0.707, 17.294, 15.931], [-0.920, 16.526, 15.934], [-1.023, 14.121, 15.790], [0.192, 14.034, 14.477], [0.433, 13.057, 17.357], [2.304, 12.294, 15.069], [2.441, 11.923, 16.746], [2.664, 13.591, 16.307], [-1.058, 11.713, 16.191], [0.290, 10.870, 16.209], [10.104, 14.366, 24.380], [9.490, 13.128, 24.156], [8.489, 13.198, 23.175], [7.917, 11.823, 22.966], [8.938, 10.831, 22.399], [6.725, 11.958, 22.076], [9.358, 15.173, 24.423], [10.824, 14.634, 23.588], [10.666, 14.314, 25.310], [7.679, 13.856, 23.521], [8.889, 13.573, 22.220], [7.492, 11.409, 23.889], [9.385, 11.208, 21.477], [8.498, 9.837, 22.336], [9.794, 10.724, 23.082], [6.407, 11.051, 21.750], [7.015, 12.501, 21.254], [8.207, 13.215, 18.896], [7.306, 13.831, 19.769], [6.838, 15.059, 19.304], [7.928, 16.098, 19.283], [8.569, 16.204, 20.674], [7.479, 17.427, 18.780], [7.736, 12.996, 17.922], [8.494, 12.245, 19.309], [9.131, 13.770, 18.698], [6.294, 14.874, 18.368], [6.057, 15.386, 20.002], [8.769, 15.765, 18.665], [9.301, 17.011, 20.715], [9.145, 15.288, 20.876], [7.880, 16.270, 21.522], [6.851, 17.813, 19.486], [8.279, 18.048, 18.758]]}


Record 2
{"formula": "C44H122N10O12", "method": "wB97M-V/def2-TZVPD", "charge": 0, "lumo_ev": 0.2302, "fmax_ev_per_a": 4.6, "multiplicity": 1, "molar_mass_g_mol": 983.5, "homo_ev": -8.8, "elements": ["C", "O", "C", "C", "C", "N", "H", "H", "H", "H", "H", "H", "H", "H", "H", "H", "H", "C", "O", "C", "C", "C", "N", "H", "H", "H", "H", "H", "H", "H", "H", "H", "H", "H", "C", "O", "C", "C", "C", "N", "H", "H", "H", "H", "H", "H", "H", "H", "H", "H", "H", "C", "O", "C", "C", "C", "N", "H", "H", "H", "H", "H", "H", "H", "H", "H", "H", "H", "C", "O", "C", "C", "C", "N", "H", "H", "H", "H", "H", "H", "H", "H", "H", "H", "H", "C", "O", "C", "C", "C", "N", "H", "H", "H", "H", "H", "H", "H", "H", "H", "H", "H", "C", "O", "C", "C", "C", "N", "H", "H", "H", "H", "H", "H", "H", "H", "H", "H", "H", "C", "O", "C", "C", "C", "N", "H", "H", "H", "H", "H", "H", "H", "H", "H", "H", "H", "C", "O", "C", "C", "C", "N", "H", "H", "H", "H", "H", "H", "H", "H", "H", "H", "H", "C", "O", "C", "C", "C", "N", "H", "H", "H", "H", "H", "H", "H", "H", "H", "H", "H", "C", "C", "O", "H", "H", "H", "H", "H", "H", "C", "C", "O", "H", "H", "H", "H", "H", "H"], "coordinates": [[-6.377, 3.128, -0.707], [-6.526, 3.308, -2.137], [-7.853, 3.225, -2.690], [-7.811, 3.310, -4.254], [-9.221, 3.464, -4.837], [-7.056, 2.140, -4.792], [-5.347, 3.024, -0.368], [-6.839, 2.214, -0.336], [-6.771, 4.018, -0.217], [-8.367, 2.304, -2.416], [-8.396, 4.043, -2.218], [-7.288, 4.232, -4.505], [-9.931, 2.660, -4.644], [-9.268, 3.576, -5.920], [-9.626, 4.382, -4.412], [-6.150, 2.513, -5.037], [-6.787, 1.641, -3.956], [6.226, 12.401, -6.787], [5.721, 11.596, -5.750], [6.703, 10.647, -5.199], [6.079, 9.644, -4.132], [4.716, 9.156, -4.688], [5.928, 10.147, -2.760], [7.041, 13.077, -6.525], [5.432, 13.108, -7.027], [6.459, 11.903, -7.728], [7.227, 10.121, -5.997], [7.447, 11.282, -4.719], [6.775, 8.805, -4.113], [4.050, 9.988, -4.916], [4.131, 8.498, -4.047], [4.835, 8.663, -5.653], [5.057, 10.657, -2.706], [5.802, 9.340, -2.166], [-4.411, 8.215, -13.243], [-3.993, 8.247, -11.895], [-4.905, 7.521, -11.093], [-4.327, 7.519, -9.602], [-4.575, 6.204, -8.872], [-4.900, 8.645, -8.896], [-4.174, 7.300, -13.785], [-4.086, 9.107, -13.779], [-5.496, 8.225, -13.343], [-5.799, 8.139, -11.183], [-5.029, 6.498, -11.448], [-3.271, 7.783, -9.645], [-5.659, 6.155, -8.771], [-4.040, 6.220, -7.923], [-4.188, 5.327, -9.392], [-4.620, 9.469, -9.407], [-5.899, 8.642, -9.044], [2.770, 2.734, -14.376], [3.609, 2.083, -15.290], [3.812, 2.650, -16.558], [4.708, 1.823, -17.511], [6.088, 1.509, -16.955], [4.888, 2.508, -18.776], [2.825, 2.232, -13.410], [1.829, 2.526, -14.885], [2.838, 3.817, -14.276], [2.836, 2.862, -16.995], [4.207, 3.666, -16.540], [4.172, 0.900, -17.732], [6.629, 2.320, -16.469], [6.535, 0.955, -17.781], [6.150, 0.798, -16.130], [5.608, 2.101, -19.356], [5.075, 3.488, -18.622], [0.407, 4.377, -7.484], [0.485, 3.537, -6.294], [0.109, 4.360, -5.161], [-0.188, 3.453, -3.940], [-1.277, 2.454, -4.306], [-0.600, 4.147, -2.683], [1.065, 5.223, -7.284], [-0.657, 4.514, -7.675], [0.847, 3.725, -8.239], [0.918, 5.072, -4.997], [-0.798, 4.920, -5.386], [0.748, 2.956, -3.685], [-1.584, 1.883, -3.429], [-0.863, 1.819, -5.090], [-2.172, 2.958, -4.670], [-1.078, 3.526, -2.046], [-1.224, 4.898, -2.941], [2.755, -0.744, -8.517], [2.052, -1.164, -9.663], [2.832, -1.984, -10.501], [2.006, -2.728, -11.561], [2.918, -3.785, -12.246], [1.593, -1.845, -12.707], [3.509, 0.022, -8.701], [3.279, -1.528, -7.970], [1.862, -0.407, -7.990], [3.692, -1.592, -11.044], [3.322, -2.762, -9.915], [1.069, -3.116, -11.162], [3.533, -4.353, -11.548], [3.481, -3.306, -13.048], [2.210, -4.415, -12.784], [1.115, -1.007, -12.409], [2.201, -1.502, -13.437], [0.746, 11.719, -13.613], [1.732, 11.448, -12.671], [1.242, 11.231, -11.297], [2.480, 10.897, -10.384], [3.064, 9.471, -10.655], [2.190, 10.808, -8.941], [0.512, 10.764, -14.083], [1.179, 12.235, -14.469], [-0.109, 12.236, -13.178], [0.791, 12.057, -10.748], [0.581, 10.378, -11.142], [3.269, 11.648, -10.360], [3.855, 9.292, -9.927], [3.449, 9.352, -11.667], [2.422, 8.599, -10.524], [1.674, 11.624, -8.643], [3.107, 10.830, -8.518], [-7.147, -4.767, 1.673], [-6.311, -3.759, 1.103], [-5.412, -4.199, 0.065], [-4.431, -3.134, -0.588], [-3.534, -2.604, 0.475], [-5.088, -1.948, -1.152], [-6.547, -5.516, 2.189], [-7.735, -5.373, 0.984], [-7.855, -4.321, 2.372], [-4.805, -5.020, 0.446], [-5.932, -4.653, -0.779], [-3.862, -3.518, -1.434], [-2.803, -1.940, 0.013], [-2.942, -3.462, 0.796], [-4.121, -2.190, 1.294], [-6.001, -1.681, -0.811], [-4.518, -1.114, -1.146], [-3.264, 2.537, -13.029], [-3.771, 2.206, -11.734], [-4.324, 0.819, -11.669], [-4.773, 0.414, -10.234], [-3.618, 0.385, -9.307], [-5.375, -0.931, -10.300], [-3.997, 2.803, -13.790], [-2.639, 1.737, -13.426], [-2.628, 3.422, -13.051], [-5.188, 0.718, -12.326], [-3.548, 0.106, -11.947], [-5.547, 1.159, -10.047], [-3.704, -0.168, -8.372], [-3.318, 1.352, -8.904], [-2.736, 0.050, -9.852], [-5.680, -1.053, -9.345], [-6.215, -0.789, -10.843], [5.347, 1.181, -2.993], [5.277, 1.059, -1.535], [4.632, -0.059, -1.156], [4.852, -0.163, 0.417], [6.315, -0.177, 0.804], [4.329, -1.422, 0.851], [5.838, 0.275, -3.349], [5.916, 2.066, -3.280], [4.366, 1.274, -3.459], [3.600, 0.130, -1.450], [5.179, -0.881, -1.619], [4.406, 0.719, 0.876], [6.969, -0.247, -0.065], [6.598, -0.974, 1.491], [6.644, 0.675, 1.399], [4.310, -1.429, 1.860], [3.367, -1.566, 0.580], [0.082, 2.129, 2.881], [0.524, 1.290, 4.124], [-0.653, 1.253, 4.859], [-0.639, 1.608, 2.251], [0.909, 2.546, 2.305], [-0.595, 2.912, 3.222], [1.301, 1.751, 4.734], [0.858, 0.320, 3.756], [-0.416, 1.502, 5.756], [-4.556, 8.586, -3.492], [-4.526, 10.138, -3.784], [-3.465, 10.273, -4.692], [-4.460, 7.930, -4.357], [-5.453, 8.215, -2.996], [-3.810, 8.414, -2.717], [-4.223, 10.757, -2.939], [-5.512, 10.471, -4.109], [-3.729, 9.781, -5.473]]}